No. 1
C2H7NOS | the ωB97M-V functional and the def2-TZVPD basis

Positions of all 12 atoms, in Å:
C: 0.5482 1.4948 -0.6908
S: 0.4774 -0.0608 -0.0088
C: -0.7968 0.1205 1.2477
N: -0.1094 -1.4178 -0.9092
O: 1.7375 -0.5551 0.5850
H: 1.3469 1.5527 -1.4736
H: -0.3998 1.7797 -0.9604
H: -1.5985 -0.6770 1.0901
H: -0.3447 0.1366 2.2178
H: -1.2579 1.1223 1.2381
H: 0.2638 -2.2082 -0.4465
H: 0.1333 -1.2878 -1.8896

Values from the calculation:
Total energy ... -16557.1711 eV

***

No. 2
C15H35IrO3Si | the ωB97M-V functional and the def2-TZVPD basis

Positions of all 55 atoms, in Å:
Ir: 1.2600 -0.1398 0.4547
C: 4.3009 -1.5226 0.0647
O: 3.4411 -0.3569 0.0270
C: 4.1581 0.8862 0.0989
C: 3.1631 1.9955 -0.1494
O: 1.9335 1.8012 0.6242
C: 1.9172 2.3089 1.9974
C: 2.4213 1.2781 2.9781
O: 1.7056 0.0602 2.7370
C: 2.1183 -1.0118 3.6161
H: 5.0048 -1.4737 -0.7643
H: 3.6628 -2.3944 -0.0423
H: 4.8355 -1.5571 1.0141
H: 4.9182 0.9173 -0.6855
H: 4.6594 0.9663 1.0658
H: 2.8318 1.9990 -1.1865
H: 3.5729 2.9731 0.0998
H: 0.8753 2.5600 2.1865
H: 2.5146 3.2187 2.0282
H: 2.2259 1.6314 3.9944
H: 3.4951 1.0997 2.8812
H: 1.6925 -0.8487 4.6052
H: 3.2065 -1.0481 3.6794
H: 1.7452 -1.9432 3.1982
C: -2.2595 1.1680 1.1291
Si: -0.9555 -0.0028 0.5759
C: -1.2305 -1.8157 0.4468
C: -2.3505 -2.4954 -0.3308
C: -1.4172 -2.1483 1.9594
C: 0.1788 -2.2388 -0.0039
C: -3.4517 1.0115 -3.5382
C: -3.1270 -0.1256 -4.3931
C: -2.5403 2.1501 -3.4636
C: -4.7708 1.0933 -2.9220
H: -3.2665 0.7598 1.0421
H: -2.2023 2.1395 0.6352
H: -2.0680 1.3543 2.1938
H: -3.3228 -2.1771 0.0476
H: -2.2942 -3.5795 -0.2110
H: -2.3095 -2.2815 -1.4004
H: -2.3535 -1.7491 2.3502
H: -0.5975 -1.7837 2.5879
H: -1.4572 -3.2344 2.0725
H: 0.3989 -2.0446 -1.0534
H: 0.4073 -3.2905 0.2017
H: 1.0380 -1.8092 0.6723
H: -2.0587 -0.3099 -4.4906
H: -3.4536 0.2017 -5.3995
H: -3.6988 -1.0234 -4.1715
H: -1.5025 1.8975 -3.6671
H: -2.6757 2.7566 -2.5702
H: -2.8630 2.7979 -4.3018
H: -5.1612 0.1211 -2.6250
H: -5.4341 1.4111 -3.7503
H: -4.8606 1.8476 -2.1448

Values from the calculation:
⟨S²⟩ ... 0.75
2S+1 ... 2
Total charge ... +3
Total energy ... -32951.3495 eV

***

No. 3
C5H7NO | the ωB97M-V functional and the def2-TZVPD basis

Positions of all 14 atoms, in Å:
N: 2.5809 0.2082 0.6378
C: 1.4679 0.1857 0.0176
O: 0.9890 -0.8800 -0.6790
C: -0.3415 -0.6207 -1.1388
C: -1.2465 -0.3568 0.0581
C: -0.7048 0.9262 0.7333
C: 0.6313 1.3666 0.2391
H: 2.9857 -0.7291 0.6944
H: -0.6337 -1.4659 -1.7613
H: -1.2430 -1.2248 0.7265
H: -2.2776 -0.2057 -0.2781
H: -0.4665 0.7671 1.8029
H: -1.4296 1.7463 0.7138
H: -0.3116 0.2829 -1.7664

Values from the calculation:
Total energy ... -8831.9852 eV

***

No. 4
C44H60BaNP2Si | the ωB97M-V functional and the def2-TZVPD basis

Positions of all 109 atoms, in Å:
Ba: -0.0093 -0.7994 0.7716
C: -2.4934 -0.3927 -2.0982
Si: -1.0862 0.7255 -1.3955
C: 0.0076 0.9050 -2.9709
C: -0.6958 1.3012 -4.1079
C: -0.2021 1.1301 -5.3852
C: 1.0389 0.5442 -5.5623
C: 1.7959 0.2301 -4.4509
C: 1.3063 0.4025 -3.1575
P: 2.4472 0.1687 -1.7286
C: 3.6300 1.5936 -2.1407
C: 4.7313 1.3485 -3.1871
C: 5.9780 2.1892 -2.8929
C: 5.5772 3.5774 -2.4165
C: 4.8711 3.4960 -1.0559
C: 4.2220 2.1258 -0.8338
C: 3.3726 -1.4032 -2.1938
C: 4.5345 -1.5984 -1.2114
C: 4.0437 -2.2051 0.0958
C: 3.4989 -3.6250 -0.1168
C: 3.0555 -3.8459 -1.5664
C: 2.3999 -2.5939 -2.1420
C: -2.0911 2.2422 -0.7892
C: -3.1612 2.6104 -1.6035
C: -4.1442 3.4894 -1.1906
C: -4.1036 3.9997 0.0948
C: -3.0421 3.6708 0.9160
C: -2.0255 2.8199 0.4898
P: -0.5476 2.6196 1.5631
C: 0.2229 4.2959 1.1839
C: -0.5946 5.5696 1.3829
C: 0.2591 6.7946 1.0580
C: 0.7501 6.7369 -0.3828
C: 1.5361 5.4500 -0.6136
C: 0.6818 4.2309 -0.2744
C: -1.2987 2.5890 3.3187
C: -0.5962 1.4474 4.0663
C: 0.8476 1.8358 4.3655
C: 0.8810 3.0297 5.3137
C: 0.1291 4.2054 4.6948
C: -1.2777 3.8014 4.2582
H: -2.9103 0.0065 -3.0176
H: -3.3097 -0.4871 -1.3851
H: -2.1228 -1.3889 -2.3317
H: -1.6640 1.7627 -3.9944
H: -0.7994 1.4293 -6.2326
H: 1.4248 0.3589 -6.5535
H: 2.7853 -0.1752 -4.6042
H: 2.9484 2.3718 -2.5139
H: 4.3480 1.6150 -4.1734
H: 5.0302 0.3007 -3.2186
H: 6.5802 2.2607 -3.7992
H: 6.5841 1.7033 -2.1271
H: 4.9121 4.0209 -3.1593
H: 6.4566 4.2171 -2.3459
H: 4.1076 4.2725 -1.0077
H: 5.5836 3.6855 -0.2519
H: 3.4278 2.2139 -0.0850
H: 4.9602 1.4250 -0.4418
H: 3.7797 -1.3194 -3.2073
H: 5.0054 -0.6363 -1.0055
H: 5.2940 -2.2470 -1.6515
H: 3.2542 -1.5564 0.4983
H: 4.8588 -2.2238 0.8200
H: 2.6560 -3.7910 0.5613
H: 4.2664 -4.3600 0.1321
H: 2.3474 -4.6752 -1.6113
H: 3.9156 -4.1226 -2.1767
H: 1.5371 -2.3447 -1.5088
H: 2.0232 -2.8060 -3.1437
H: -3.2481 2.1974 -2.5969
H: -4.9462 3.7498 -1.8679
H: -4.8803 4.6649 0.4427
H: -3.0101 4.0812 1.9138
H: 1.1215 4.3428 1.8142
H: -0.9459 5.6610 2.4080
H: -1.4615 5.5566 0.7200
H: 1.1156 6.8376 1.7371
H: -0.3321 7.6982 1.2170
H: 1.3828 7.5992 -0.5950
H: -0.1031 6.7726 -1.0634
H: 2.4248 5.4572 0.0240
H: 1.8608 5.3928 -1.6552
H: 1.2473 3.3084 -0.4518
H: -0.1952 4.2177 -0.9254
H: -2.3477 2.2983 3.1602
H: -0.6211 0.5235 3.4745
H: -1.1201 1.2580 5.0083
H: 1.3384 2.1097 3.4214
H: 1.3878 0.9874 4.7954
H: 1.9146 3.3194 5.5164
H: 0.4202 2.7476 6.2637
H: 0.6957 4.5718 3.8385
H: 0.0572 5.0202 5.4196
H: -1.7899 4.6604 3.8238
H: -1.8445 3.5252 5.1547
N: 0.8756 -3.2428 2.5550
C: 0.6758 -4.1849 3.1848
C: 0.4296 -5.3248 3.9685
C: 0.6587 -5.2719 5.3477
C: 0.4158 -6.3889 6.1226
C: -0.0535 -7.5568 5.5386
C: -0.2812 -7.6097 4.1700
C: -0.0436 -6.5019 3.3799
H: 1.0233 -4.3596 5.7923
H: 0.5955 -6.3441 7.1861
H: -0.2422 -8.4261 6.1496
H: -0.6456 -8.5169 3.7119
H: -0.2201 -6.5367 2.3150

Values from the calculation:
Total charge ... +1
Total energy ... -75236.5150 eV

***

No. 5
C3H7NO4S | the ωB97M-V functional and the def2-TZVPD basis

Positions of all 16 atoms, in Å:
C: 0.6881 0.3753 0.3964
C: -0.5464 0.3538 -0.5175
C: 1.5667 -0.9177 0.0571
H: 0.9872 2.5536 0.4414
H: 2.1598 1.5808 -0.3621
H: 0.3540 -0.0330 1.3218
H: -0.4122 0.1274 -1.7086
H: -0.9666 1.3735 -0.2820
H: -3.8143 -0.1378 -0.2094
H: 1.6063 -2.6205 -0.3023
N: 1.5360 1.5247 0.3747
O: -3.0977 0.0398 -0.6678
O: -1.8706 -0.5845 1.5298
O: 0.8436 -2.0041 -0.0358
O: 2.8178 -0.8639 -0.1094
S: -1.8517 -0.7675 0.0739

Values from the calculation:
Total energy ... -23737.6616 eV